108
Properties=species:S:1:pos:R:3 method="wB97M-V/def2-TZVPD" total_charge=-1 total_energy_ha=-3334.13630 homo_energy_ev=-7.64 max_force_ev_per_a=10.78 mol_weight_g_mol=878.72
H -16.828 59.775 34.158
H -20.588 54.614 29.684
C -13.926 61.585 32.911
H -12.062 59.713 28.709
H -17.599 61.467 33.144
C -13.550 55.849 30.884
H -12.248 59.589 35.529
C -20.621 55.451 30.218
H -18.378 58.617 36.018
C -18.661 58.808 28.070
H -17.656 58.835 28.193
H -11.357 58.197 32.409
H -19.307 59.508 34.808
C -13.164 57.329 27.376
C -11.991 57.842 31.602
C -17.453 60.482 34.919
H -14.008 60.071 26.783
O -21.001 59.292 30.742
O -19.053 60.146 27.797
C -17.688 57.967 25.841
O -11.434 53.300 31.582
C -14.928 54.401 38.115
H -22.539 61.997 32.009
H -19.306 57.228 27.036
O -15.458 62.771 36.427
H -12.873 58.624 31.657
C -12.649 56.492 31.923
H -16.837 54.948 36.183
H -18.727 61.993 34.367
C -19.316 55.044 33.277
H -13.220 56.595 32.878
O -20.672 61.117 26.443
H -11.990 60.516 33.032
O -15.348 58.376 32.188
O -22.505 58.445 29.451
H -16.079 57.502 35.615
C -13.860 59.516 27.655
C -19.443 55.747 31.124
C -16.273 62.168 35.762
H -17.024 57.401 26.454
H -20.495 57.193 32.106
C -21.958 59.383 29.967
C -20.026 60.159 26.781
H -19.255 58.476 29.001
O -13.045 54.584 30.790
C -12.789 63.234 33.945
H -14.620 56.048 31.442
O -15.469 55.514 37.597
C -20.316 60.556 30.922
H -20.931 62.239 29.491
O -13.153 56.181 27.378
C -12.807 60.967 33.701
H -14.955 61.109 33.176
O -17.087 59.386 31.655
O -19.395 56.312 33.407
O -16.466 57.692 30.445
H -13.734 61.423 31.869
H -15.615 56.518 34.192
O -13.825 63.019 33.174
H -20.715 56.260 29.479
C -15.438 56.542 35.301
H -22.989 63.005 30.780
C -13.158 60.023 34.901
C -22.137 62.378 31.182
H -15.566 60.276 28.632
H -15.343 53.182 35.476
H -17.001 58.908 25.473
C -12.336 59.479 27.679
H -13.979 59.227 34.563
H -11.867 59.993 26.934
C -21.347 61.508 30.137
O -14.230 58.112 27.402
H -14.484 59.336 29.643
O -19.325 54.293 34.225
O -19.972 58.994 26.149
O -14.692 54.297 39.253
N -16.204 58.589 31.331
O -12.113 62.120 34.247
C -15.004 54.017 35.898
O -16.937 62.741 34.771
C -12.015 54.426 31.432
H -13.780 60.391 35.755
O -14.682 53.525 37.127
H -14.452 56.720 35.438
H -21.397 63.359 31.384
C -19.549 56.927 32.175
H -18.468 55.815 30.757
C -19.008 58.216 26.680
O -12.323 64.384 34.108
H -13.725 56.337 29.846
O -22.277 60.630 29.628
H -14.031 60.974 29.285
O -16.506 60.852 35.850
O -19.300 54.605 32.095
O -11.702 55.436 32.240
H -18.114 57.576 24.706
C -15.828 55.283 36.165
H -19.515 60.470 30.267
O -12.049 58.068 27.404
H -18.923 57.645 31.952
C -14.522 60.137 28.888
C -17.797 61.726 34.181
H -13.986 54.375 35.247
H -11.637 57.554 30.557
C -18.541 59.590 35.531
H -19.871 60.937 31.816
H -19.222 60.267 36.246
H -21.674 55.574 30.594